Entry 1:
ORCA calculation (the ωB97M-V functional and the def2-TZVPD basis) on a molecular structure, C62H51EuFGeO3P3 at a distorted geometry.

For the calculated total energy, the calculation gives -6529.98462 hartree. The calculation puts the highest occupied orbital energy (alpha / beta) at -9.84 / -9.95 eV. The energy above the lowest of the compared OMol25 structures with the same formula, charge and spin is 0.0 kcal/mol. The expectation value of S² is 15.76. Its gap between HOMO and LUMO (alpha / beta) is 7.9 / 8.0 eV.

The geometry in ORCA input format:
```
! wB97M-V def2-TZVPD RIJCOSX def2/J DEFGRID3
* xyz 1 8
C -1.158 3.100 4.669
H -3.980 -1.927 2.446
P -2.939 -0.073 0.771
C 2.521 -1.938 -2.155
H -5.831 -2.047 4.103
C -4.707 -1.102 2.551
C -2.539 1.681 0.337
Ge -1.324 -3.037 0.236
C 0.164 -0.516 -3.338
C -2.488 2.108 -0.997
C -1.824 3.906 1.055
C 3.166 -1.854 -3.367
O 1.040 3.471 -1.863
C 4.423 -3.018 -1.297
H 1.067 5.819 -2.843
C 5.831 3.634 -2.318
H -1.871 -1.355 -3.218
H 5.070 -0.309 1.429
H 2.657 -1.531 -4.248
C -0.572 -5.830 -2.649
C 0.351 -3.778 -3.510
H 6.205 -3.103 -2.561
H -2.545 1.390 -1.753
H 6.699 4.277 -2.428
H 1.755 1.131 4.916
H -4.248 -3.296 -3.610
H 4.417 5.276 -2.294
C 3.390 3.388 -2.027
C -4.218 -0.493 -1.773
H -1.974 3.744 -2.351
H -5.301 1.954 1.267
O 2.628 1.277 -1.279
C -6.595 -0.134 3.617
H 2.333 6.233 -1.703
C 4.321 0.024 2.203
C -2.183 2.563 1.340
C 0.095 -4.379 3.805
C 0.308 1.464 -4.674
C -0.296 2.291 3.984
C 0.941 0.507 -3.877
H 4.218 1.271 5.283
C -2.072 3.400 -1.327
H 0.018 -5.424 4.148
C -3.103 -2.968 -1.885
H -2.612 -3.870 -2.124
C 0.432 -3.364 4.704
C -3.353 -0.886 -0.756
C -2.387 2.614 5.108
Eu 0.375 1.447 -0.563
C -0.387 -2.840 1.988
H 0.790 -3.218 -4.351
H 0.027 -5.524 -4.703
C 4.701 0.583 3.388
H 4.945 -2.077 -4.508
C 3.131 -2.603 -1.123
H -1.012 -6.782 -2.844
H -7.355 -0.123 4.431
C -1.810 4.269 -0.279
C 4.465 -2.285 -3.545
C 3.789 0.942 4.331
H -1.495 5.300 -0.575
C -1.823 0.441 -4.360
C 0.073 -3.154 -2.289
H 2.616 -0.715 1.141
C -4.518 0.017 1.782
C -2.710 -2.128 -0.854
C -0.047 -5.102 -3.686
H -0.664 -4.939 1.944
H -0.800 4.132 4.893
H -2.851 0.376 -4.647
H -2.288 2.305 2.374
H -1.707 4.606 1.866
H -4.711 0.468 -1.770
C 2.115 4.036 -2.096
H -1.558 2.126 -5.553
C 2.434 0.759 4.151
H 0.733 -3.619 5.723
F -2.489 -4.254 0.822
H 2.726 5.701 -3.372
C -2.723 1.256 4.850
C -4.553 -1.330 -2.835
P 0.279 0.013 2.440
H 2.649 2.050 1.396
C -0.291 -4.097 2.498
C -0.621 0.938 3.711
C 5.153 -2.841 -2.501
H -2.035 -0.634 4.139
C -4.054 -2.610 -2.825
H -7.169 1.754 3.027
C -1.239 -0.556 -3.598
H 0.643 2.741 3.588
H 2.459 3.218 0.458
H 0.666 -1.181 4.741
C -6.454 1.008 2.862
P 0.730 -1.521 -2.008
H 6.859 1.777 -1.937
C 4.567 4.169 -2.206
C 5.918 2.272 -2.027
H 4.920 -3.599 -0.498
C 2.041 5.553 -2.512
H 5.741 0.631 3.618
H 0.859 2.284 -5.099
H 2.002 0.580 -3.691
H 4.838 0.440 -1.297
H -5.262 -0.987 -3.513
C -0.408 -3.899 -1.222
O 1.953 2.594 0.996
C 2.015 0.169 2.977
H -3.716 0.839 5.031
C -5.416 1.080 1.900
C -5.708 -1.190 3.487
C 4.849 1.477 -1.656
C -0.643 -5.268 -1.345
H -1.061 -5.814 -0.532
C 0.459 -2.072 4.175
C 2.991 -0.202 2.026
H 2.564 -2.764 -0.187
C -1.821 0.444 4.235
C 3.546 2.002 -1.685
C -1.045 1.410 -4.904
H -3.140 3.224 5.617
C 0.032 -1.793 2.844
*
```

***

Entry 2:
ORCA calculation (the ωB97M-V functional and the def2-TZVPD basis) on a molecular structure, C62H51N7S5SbSn.

For the calculated total energy, the calculation gives -5221.60587 hartree. The calculation puts the highest occupied orbital energy at -9.63 eV. The energy above the lowest of the compared OMol25 structures with the same formula, charge and spin is 0.0 kcal/mol. Its gap between HOMO and LUMO is 7.0 eV.

The geometry in ORCA input format:
```
! wB97M-V def2-TZVPD RIJCOSX def2/J DEFGRID3
* xyz 1 1
C 2.832 -1.778 -4.020
C 0.797 0.797 2.860
H -2.970 2.047 0.882
N 3.118 -7.403 -2.866
H 1.434 2.293 -1.711
C 3.106 3.609 -1.955
S -3.290 0.042 -3.014
C -5.618 0.003 1.426
C -0.949 -0.883 4.239
C 0.333 5.515 0.158
H 4.852 4.889 -1.910
C -3.926 1.730 1.279
C -6.313 0.788 2.339
H -2.593 5.502 -1.060
C 0.594 -0.982 -3.795
H 2.939 3.751 -3.016
C 4.116 -4.243 -1.607
H -6.030 -1.247 -1.154
H 3.877 -1.728 -3.745
N -0.034 0.706 -1.679
H -5.651 -5.485 -0.679
C -3.987 3.842 -5.320
C -0.076 2.559 -6.295
C -5.830 2.035 2.706
C 1.732 -4.505 -1.553
H -7.233 0.414 2.769
C -5.987 -3.386 -0.968
H -0.411 0.250 5.983
C -2.746 4.988 -0.108
H -3.346 -5.196 0.158
S -0.076 -2.668 -0.801
C -0.265 0.118 4.919
Sb -0.977 3.825 0.345
S -3.384 -0.380 -0.239
H -0.708 4.955 -3.978
H -5.990 -0.979 1.168
H 0.564 5.717 -0.888
C -4.435 0.495 0.897
H -1.338 -1.783 2.338
H 0.856 -5.112 -1.740
H 3.093 -3.443 -5.340
C 1.933 -0.884 -3.455
C 3.970 -2.971 -1.082
C 4.414 4.079 0.006
C 5.435 -4.736 -1.920
C -5.226 -4.493 -0.602
C -4.150 3.843 -3.943
H 0.048 0.454 -5.902
H -4.146 -4.465 -4.684
Sn 0.216 -0.389 0.076
N 1.589 1.823 0.846
C -0.286 3.821 -5.754
C 2.469 2.610 0.143
C -3.601 1.527 -3.910
C -3.725 -2.488 -3.980
C -6.334 -1.873 -4.768
H -0.231 4.695 -6.391
H -7.344 -1.639 -5.078
H 1.114 1.735 4.776
H 4.854 -2.374 -0.899
C 3.552 3.255 0.769
C -5.824 -3.154 -4.951
H -2.921 5.735 0.668
C 3.078 -6.350 -2.410
C -4.250 -1.216 -3.814
C -5.550 -0.892 -4.187
C -1.113 4.005 2.485
S -0.437 0.225 -3.006
C 1.044 -2.805 -5.269
H -7.000 -3.515 -1.328
H -4.072 2.647 -2.144
N -1.867 -0.499 -3.237
H -1.549 3.116 2.940
H -6.441 -3.916 -5.409
H -4.238 3.466 2.484
N 6.485 -5.120 -2.184
H -4.430 4.752 -3.426
C -0.136 1.435 -5.486
C 0.605 0.948 4.236
C -4.143 -1.973 -0.408
H 2.262 -0.144 -2.736
H 5.245 4.565 0.502
N -3.832 0.421 -1.621
C -3.953 2.676 -3.218
C -4.531 -3.462 -4.553
H -1.700 4.886 2.746
H -3.489 2.691 -7.067
C 2.713 -2.425 -0.804
H -2.376 -2.918 0.347
C 3.728 3.041 2.156
C 2.851 2.259 2.834
C -0.786 -1.017 2.868
C 2.264 2.802 -1.243
C 0.132 -1.924 -4.711
C 2.980 -5.024 -1.849
H -0.915 -1.972 -4.975
C -3.620 2.680 -5.994
C -3.384 -3.063 -0.017
C 1.765 1.663 2.139
C 4.194 4.257 -1.328
N -1.994 -0.339 0.150
H 1.268 5.308 0.683
H -0.098 4.127 2.870
H -3.627 4.349 -0.191
C 2.389 -2.738 -4.916
C 0.078 -0.174 2.172
H -1.611 -1.550 4.776
C -0.557 3.969 -4.399
H 2.990 2.061 3.886
C -3.421 1.506 -5.290
C -3.932 -4.334 -0.130
C -4.631 2.504 2.181
H -0.149 6.387 0.603
H 0.149 2.448 -7.348
H -0.794 2.945 -2.511
H -2.723 -2.713 -3.644
C -0.403 1.602 -4.133
H 0.705 -3.549 -5.978
H -5.938 0.109 -4.034
H 4.571 3.497 2.663
C -0.614 2.856 -3.575
C -5.448 -2.115 -0.875
H -3.134 0.594 -5.800
H -4.146 4.755 -5.879
S 2.672 -0.770 -0.221
C 1.576 -3.216 -1.046
H -6.383 2.638 3.414
*
```